No. 1
DFT (ωB97M-V/def2-TZVPD) results for 4 unconnected molecules or ions with the total composition C36H63Cl4NO16P in a non-equilibrium geometry.

Structure (XYZ):
```
121
Properties=species:S:1:pos:R:3:forces:R:3
Cl -2.397 3.381 -4.602 -0.6 -1.8 -0.3
Cl 0.467 -1.169 -7.504 0.0 -0.1 1.0
Cl -2.662 -1.241 -6.289 0.7 -0.3 -0.3
Cl -0.551 0.873 -3.174 -0.7 -1.2 -1.3
P 0.147 0.167 -5.930 1.8 2.3 -1.1
O -0.549 -2.496 -2.767 -1.3 0.8 -1.2
O -2.585 1.871 -6.717 -0.8 -1.4 4.6
O -1.655 -5.846 -3.468 0.5 1.0 -1.7
O 2.973 2.993 2.464 -0.1 0.5 0.2
O -3.089 0.869 1.883 0.5 -1.0 0.9
O 5.334 6.165 8.242 0.3 -0.7 -0.5
O 1.731 0.388 -5.249 -1.9 -0.8 -1.2
O -1.384 -0.112 3.013 -0.9 0.2 -0.3
O 3.608 4.158 4.278 -0.6 0.0 -0.7
O 0.708 -2.564 -4.717 -1.2 0.8 0.5
O -3.472 -0.908 3.238 0.2 0.6 -0.5
O 6.722 5.343 6.653 -0.5 -0.2 0.6
O 1.054 -7.498 -1.638 -0.1 0.4 -1.5
O 5.490 3.942 7.940 0.2 0.5 0.0
O -1.876 -3.908 -4.907 -0.2 -0.2 -0.3
O 2.041 5.016 2.886 0.6 -0.6 0.2
N -2.298 -0.739 -4.624 -0.6 1.1 -0.6
C -4.437 -1.265 -1.491 -0.8 0.2 0.0
C 5.585 2.943 4.963 -0.1 0.3 0.3
C -0.814 -0.507 -4.419 2.6 -1.3 1.7
C 5.925 5.168 7.526 0.6 0.6 -0.6
C 4.142 6.283 10.342 0.1 0.5 -0.1
C 4.556 -4.585 -3.073 0.3 -0.2 -1.1
C -2.873 -1.810 -3.689 -0.2 -3.5 2.0
C -2.686 0.029 2.641 -0.1 0.4 -0.1
C -0.230 -5.939 -3.221 0.1 -1.1 1.8
C -1.964 -5.343 -4.775 -1.6 -1.1 0.1
C -2.595 -1.870 3.816 -0.3 -0.5 0.4
C 4.452 -3.501 -4.273 -0.8 0.3 0.8
C -0.411 3.791 1.071 -0.1 0.2 1.1
C 0.057 -1.687 -3.795 2.5 -1.0 2.0
C -3.989 0.197 -1.049 -0.9 -0.2 1.5
C -0.082 -1.880 4.028 0.4 0.3 -0.2
C -4.313 -1.593 -3.072 -2.0 -0.4 1.4
C -3.118 0.562 -4.592 -2.4 1.1 0.2
C 0.079 2.265 0.928 -0.3 0.2 0.3
C 3.179 -2.529 -3.982 0.1 -0.7 0.3
C -4.254 3.110 0.222 0.4 0.5 -0.9
C -4.879 2.737 -1.231 -1.1 -0.6 1.5
C 4.185 2.859 4.393 1.1 -0.3 0.5
C 4.302 5.564 9.020 -0.5 0.4 1.0
C 2.800 4.140 3.181 -0.4 0.8 0.0
C -3.031 -3.280 -4.386 -1.3 -1.1 1.8
C -1.996 3.948 1.299 0.5 0.5 -1.0
C -5.248 1.181 -1.263 0.5 -0.3 -1.0
C -1.888 -2.109 -2.418 0.4 1.0 0.5
C -2.698 1.781 -5.492 1.4 2.0 -3.5
C 1.784 -3.319 -4.145 2.3 -1.3 -0.2
C -1.356 -1.063 4.075 0.9 -0.7 0.4
C -2.793 3.764 -0.081 -1.3 -0.8 1.1
C 4.142 2.362 2.977 0.1 -0.5 -0.3
C 4.786 4.150 9.161 -0.3 -0.6 0.2
C 0.019 -7.442 -2.643 -0.6 0.2 -0.9
H 0.098 4.218 2.010 -0.7 -0.5 -1.6
H -1.343 -5.903 -5.545 -0.4 1.4 0.8
H 3.181 -1.623 -4.669 0.0 -1.1 1.1
H 4.322 -4.048 -5.273 0.2 0.9 1.4
H -3.013 0.581 -1.492 -1.3 -0.5 0.3
H 0.371 -5.727 -4.163 -0.7 -0.2 1.3
H 3.268 -2.267 -2.866 0.0 0.2 -1.7
H 5.484 4.008 9.992 -0.1 0.2 0.0
H 0.026 -5.241 -2.345 -0.2 -0.7 -1.5
H 0.101 -2.264 3.021 -0.2 0.0 0.1
H 2.003 -4.178 -4.888 -0.7 1.4 1.0
H -4.940 3.878 0.734 1.1 -1.0 -0.7
H -5.581 -1.295 -1.306 1.8 0.0 -0.3
H 6.099 1.981 4.899 -0.1 0.0 0.0
H -3.023 -2.281 4.732 -0.1 0.1 -0.2
H -4.924 -2.581 -3.105 1.4 1.4 -0.5
H -0.085 4.444 0.186 -0.5 -1.0 1.2
H -1.423 -0.520 5.023 -0.1 0.0 -0.1
H 3.478 5.737 11.015 0.0 0.0 -0.1
H -3.331 -3.936 -3.476 0.3 1.3 -1.2
H 0.486 2.051 -0.116 -0.6 0.1 1.3
H 3.369 5.613 8.447 0.1 -0.1 0.0
H 5.001 2.680 2.377 0.0 0.0 0.2
H 4.845 -4.112 -2.072 -0.3 -0.7 -1.5
H 0.944 -1.170 -3.255 -1.6 -0.3 -0.9
H -5.049 -0.884 -3.566 1.4 -0.6 0.2
H -0.798 1.577 1.196 1.3 0.9 -0.7
H 1.897 -7.338 -2.114 -0.6 -0.2 0.6
H 0.265 -8.108 -3.535 -0.2 0.6 1.2
H -0.950 -7.845 -2.177 1.5 0.9 -0.6
H -2.446 -2.681 3.097 0.1 0.1 0.0
H 5.110 6.421 10.834 -0.1 -0.2 -0.1
H -5.874 3.311 -1.293 1.5 -0.8 -0.4
H -0.122 -2.719 4.726 -0.1 0.1 0.0
H -3.071 -5.616 -4.965 1.7 0.2 0.4
H -2.185 5.005 1.718 0.2 -1.7 -0.6
H -2.273 3.010 -0.786 -0.5 1.3 1.1
H 3.565 -5.143 -2.945 1.3 0.8 -0.2
H 1.574 -3.828 -3.151 -0.4 0.9 -1.3
H -6.045 0.882 -0.487 1.2 0.7 -1.1
H 3.966 3.438 9.260 0.1 0.0 -0.2
H -2.340 -2.988 -1.829 0.7 1.5 -1.1
H -3.005 4.747 -0.631 0.7 -1.3 0.7
H 4.052 1.276 2.920 -0.1 0.1 -0.1
H -5.693 0.903 -2.293 0.4 0.5 1.4
H 0.776 -1.255 4.286 -0.1 -0.1 0.1
H -1.761 -1.184 -1.738 -0.8 -1.4 -1.0
H -4.173 3.031 -2.086 -1.1 -0.4 1.2
H 5.394 -2.838 -4.311 -1.4 -1.2 0.0
H 0.908 2.046 1.686 -1.1 0.3 -1.2
H -3.334 0.933 -3.542 0.7 -0.7 -1.2
H -4.180 2.201 0.928 -0.1 1.7 -1.5
H -4.127 0.258 -5.068 1.6 0.5 1.0
H 5.548 3.249 6.011 0.0 -0.3 -0.5
H -3.980 -3.340 -5.048 1.7 0.4 0.5
H 2.324 0.679 -5.988 -0.7 -0.3 0.7
H -3.822 0.162 0.090 0.0 0.1 -1.9
H 5.329 -5.371 -3.414 -1.1 1.2 0.9
H 3.544 2.257 5.048 -0.1 0.0 -0.1
H -4.056 -2.120 -0.817 -0.2 1.4 -1.2
H 6.178 3.697 4.439 -0.1 -0.1 -0.1
H 3.728 7.282 10.182 0.0 -0.1 0.0
H -2.401 3.174 2.032 0.8 1.1 -0.9
```
Positions in Å, forces in eV/Å.

total charge = +1
relative energy (zero: lowest compared OMol25 entry of this formula, charge and spin) = 482.0 kJ/mol
multiplicity = 1

Results of the Löwdin charge analysis, in e, for atoms 1 through 99: atom 1 (Cl): 0.6172, atom 2 (Cl): 0.2455, atom 3 (Cl): 0.9322, atom 4 (Cl): 0.7529, atom 5 (P): 0.6465, atom 6 (O): -0.0833, atom 7 (O): -0.0047, atom 8 (O): -0.1414, atom 9 (O): 0.0370, atom 10 (O): 0.0928, atom 11 (O): 0.0963, atom 12 (O): -0.3586, atom 13 (O): 0.0838, atom 14 (O): 0.0942, atom 15 (O): -0.1639, atom 16 (O): 0.0787, atom 17 (O): 0.1641, atom 18 (O): -0.0924, atom 19 (O): 0.0244, atom 20 (O): -0.1376, atom 21 (O): 0.1498, atom 22 (N): -0.4159, atom 23 (C): -0.1885, atom 24 (C): -0.0104, atom 25 (C): -0.7165, atom 26 (C): -0.5326, atom 27 (C): -0.0205, atom 28 (C): -0.1246, atom 29 (C): -0.2907, atom 30 (C): -0.5010, atom 31 (C): -0.1582, atom 32 (C): -0.1925, atom 33 (C): -0.1010, atom 34 (C): -0.2357, atom 35 (C): -0.2332, atom 36 (C): -0.3804, atom 37 (C): -0.2053, atom 38 (C): -0.0170, atom 39 (C): -0.1282, atom 40 (C): -0.2130, atom 41 (C): -0.1030, atom 42 (C): -0.1683, atom 43 (C): -0.1945, atom 44 (C): -0.1983, atom 45 (C): -0.3362, atom 46 (C): -0.3422, atom 47 (C): -0.5267, atom 48 (C): -0.2213, atom 49 (C): -0.2070, atom 50 (C): -0.2068, atom 51 (C): -0.0966, atom 52 (C): -0.7054, atom 53 (C): -0.2034, atom 54 (C): -0.3362, atom 55 (C): -0.1998, atom 56 (C): -0.1055, atom 57 (C): -0.1005, atom 58 (C): -0.2043, atom 59 (H): 0.0826, atom 60 (H): 0.1596, atom 61 (H): 0.0996, atom 62 (H): 0.1085, atom 63 (H): 0.0802, atom 64 (H): 0.1202, atom 65 (H): 0.1179, atom 66 (H): 0.1438, atom 67 (H): 0.1301, atom 68 (H): 0.0926, atom 69 (H): 0.1395, atom 70 (H): 0.1166, atom 71 (H): 0.1290, atom 72 (H): 0.0981, atom 73 (H): 0.1459, atom 74 (H): 0.1415, atom 75 (H): 0.1147, atom 76 (H): 0.1645, atom 77 (H): 0.0913, atom 78 (H): 0.1432, atom 79 (H): 0.0568, atom 80 (H): 0.1617, atom 81 (H): 0.1431, atom 82 (H): 0.0831, atom 83 (H): 0.1492, atom 84 (H): 0.1136, atom 85 (H): 0.0510, atom 86 (H): 0.0882, atom 87 (H): 0.1250, atom 88 (H): 0.1380, atom 89 (H): 0.1419, atom 90 (H): 0.0949, atom 91 (H): 0.1122, atom 92 (H): 0.0944, atom 93 (H): 0.1572, atom 94 (H): 0.1183, atom 95 (H): 0.0979, atom 96 (H): 0.0560, atom 97 (H): 0.1094, atom 98 (H): 0.1314, atom 99 (H): 0.1417

---

No. 2
DFT (ωB97M-V/def2-TZVPD) results for a molecular structure, C6H7Br2F3NO2Pt in a non-equilibrium geometry.

Structure (XYZ):
```
22
Properties=species:S:1:pos:R:3:forces:R:3
Pt -2.147 1.506 0.267 0.4 0.0 -0.3
Br 2.982 0.072 0.162 -1.1 0.1 -0.5
Br 2.854 2.739 1.891 -1.1 -0.2 0.7
F 0.231 2.010 2.506 1.2 -0.8 -0.1
F 0.450 1.376 0.018 0.6 -0.8 0.4
F 1.807 0.604 3.252 -0.7 0.7 -1.2
O -0.355 -0.399 -3.874 -0.9 0.9 1.6
O -1.134 1.532 -3.221 -0.2 0.4 0.5
N -0.211 -1.114 -1.171 -2.7 1.1 1.3
C 1.442 1.393 2.206 0.4 0.6 -0.7
C -0.525 -1.377 0.258 0.5 -1.6 0.6
C -0.921 0.339 -3.021 0.4 -1.5 -0.5
C -1.335 -0.333 -1.699 1.8 -2.2 -2.9
C 1.207 0.542 0.854 0.7 -0.6 2.2
C 0.494 -0.782 1.295 -0.6 -0.1 -0.1
H 1.278 -1.544 1.517 -0.6 0.8 -0.2
H -1.577 -1.064 0.549 0.9 -0.1 -0.5
H -2.264 -0.968 -1.787 0.3 1.1 0.5
H -0.057 -0.623 2.265 0.5 0.0 -1.0
H -0.518 -2.497 0.385 0.0 1.1 0.1
H -0.131 -1.979 -1.708 0.4 0.5 0.0
H -1.570 0.567 -0.944 -0.3 0.7 0.2
```
Positions in Å, forces in eV/Å.

total charge = +1
multiplicity = 1

Calculated atomic charges, method natural (NBO), unit e: atom 1 (Pt): 0.7628, atom 2 (Br): 0.1306, atom 3 (Br): 0.0780, atom 4 (F): -0.3484, atom 5 (F): -0.3750, atom 6 (F): -0.3100, atom 7 (O): -0.3693, atom 8 (O): -0.4203, atom 9 (N): -0.5340, atom 10 (C): 0.5938, atom 11 (C): -0.2467, atom 12 (C): 0.7211, atom 13 (C): -0.1780, atom 14 (C): 0.2473, atom 15 (C): -0.4998, atom 16 (H): 0.2760, atom 17 (H): 0.1809, atom 18 (H): 0.2809, atom 19 (H): 0.2471, atom 20 (H): 0.2484, atom 21 (H): 0.4341, atom 22 (H): 0.0804

---

No. 3
DFT (ωB97M-V/def2-TZVPD) results for 5 unconnected molecules or ions with the total composition C25H46BrNO9Si in a non-equilibrium geometry.

Structure (XYZ):
```
83
Properties=species:S:1:pos:R:3:forces:R:3
Br -2.942 2.558 5.451 0.0 -0.6 -0.7
Si -1.867 2.134 2.384 -0.1 -0.7 0.2
O 2.711 -1.785 -3.612 2.4 -1.1 -1.0
O -3.403 4.381 1.449 1.6 2.4 1.6
O -1.901 -1.043 -2.427 -0.1 0.6 -2.1
O -0.093 -2.599 4.583 1.7 -1.0 -0.3
O 4.524 -3.175 -3.514 -0.8 0.5 -0.2
O 1.815 -0.780 0.165 0.3 -1.6 -0.4
O -0.942 -0.569 -4.448 -0.3 -0.3 0.8
O 1.720 -3.990 4.681 -0.8 0.3 0.0
O 2.443 -2.924 -0.328 0.0 0.8 0.6
N 1.341 4.156 3.027 -0.9 0.7 0.7
C 1.902 -2.088 3.312 0.1 -0.1 -0.5
C 2.146 -3.851 -1.371 0.3 -0.8 -0.5
C 4.706 -1.273 -4.882 0.2 0.0 -0.5
C -4.560 1.415 3.095 -0.3 1.0 0.2
C -3.048 1.476 3.773 -0.8 -2.0 -1.0
C -5.735 2.091 4.017 -0.7 -0.9 -0.7
C 0.492 3.164 3.793 0.5 -1.1 0.7
C 0.814 -1.940 -1.708 -0.6 0.1 0.4
C 1.713 -1.785 -0.519 0.0 1.6 0.2
C -2.194 4.024 2.215 0.8 0.6 0.0
C -2.858 0.038 -5.631 -0.6 0.1 -0.7
C -0.015 1.890 2.852 0.6 0.9 0.7
C 5.852 -3.146 -4.035 0.8 -0.4 0.1
C 2.977 -3.078 2.941 0.5 0.0 -0.7
C 3.844 -2.077 -3.957 -1.6 0.7 0.7
C -2.237 1.095 0.805 0.3 -1.2 -1.0
C 3.048 -3.961 4.159 0.6 -0.3 0.0
C -1.354 0.120 -5.628 0.3 0.2 -0.6
C 5.781 -2.263 -5.253 0.5 0.1 -0.7
C -3.546 5.851 1.689 -0.6 1.0 0.0
C -1.978 -0.595 -3.559 0.2 -0.5 2.0
C 0.798 -3.435 -1.900 -0.6 -0.4 -0.5
C -1.227 1.631 -0.397 -0.5 -0.9 0.2
C -3.193 0.044 -4.160 -0.4 -0.1 -0.3
C 1.040 -2.892 4.237 -1.8 0.8 0.7
H -2.554 6.317 2.158 -2.1 -1.0 -1.2
H 0.629 -3.742 -2.936 0.1 0.0 0.1
H 0.065 0.933 3.523 0.0 1.6 -1.6
H -1.245 4.483 1.668 -1.8 -0.7 1.1
H 1.199 2.670 4.617 -1.5 1.3 -1.6
H 3.369 -4.976 3.909 -0.2 0.1 0.2
H -0.398 3.675 4.361 1.6 -1.1 -1.1
H -3.177 -0.913 -6.076 0.1 0.2 0.0
H -5.893 1.403 4.964 0.4 1.8 -1.7
H -3.292 1.061 -3.770 0.0 -0.1 0.1
H -0.481 0.748 -0.673 -1.4 2.2 0.7
H -3.820 6.430 0.686 0.6 -1.5 2.0
H 3.715 -3.556 4.927 -0.1 0.0 0.0
H -4.543 2.032 2.073 -0.1 -1.5 2.2
H 6.520 -2.741 -3.267 -0.1 0.0 0.0
H 1.339 -1.759 2.435 0.0 0.3 0.4
H -1.869 1.840 -1.357 1.4 0.0 1.9
H 1.440 5.036 3.614 -0.2 -1.5 -1.1
H 5.456 -2.851 -6.120 0.1 0.1 0.1
H -4.091 -0.541 -3.951 0.2 0.2 0.3
H -0.994 1.153 -5.573 0.0 -0.1 0.0
H -4.826 0.290 2.895 0.5 2.3 0.3
H 2.130 -4.867 -0.967 0.1 0.2 0.2
H -3.333 0.848 -6.191 0.1 -0.1 0.0
H 0.639 1.843 1.881 -1.0 -0.2 2.0
H -1.923 -0.035 1.016 -0.8 2.3 -0.3
H 5.112 -0.416 -4.338 -0.2 0.0 0.0
H -3.360 1.069 0.475 2.2 0.2 0.6
H 6.738 -1.796 -5.503 -0.1 -0.1 0.1
H -6.740 2.020 3.378 2.1 0.2 1.4
H -0.673 2.573 0.034 -0.9 -1.7 -1.5
H -0.918 -0.362 -6.508 0.1 0.0 0.3
H 2.651 -3.666 2.075 0.1 0.2 0.2
H -0.185 -1.551 -1.500 0.5 0.1 0.0
H 1.261 -1.425 -2.563 -0.6 0.0 0.7
H 6.173 -4.161 -4.285 -0.2 0.1 0.2
H 2.930 -3.784 -2.132 -0.3 -0.1 0.3
H 0.912 4.446 2.120 0.3 -0.4 1.2
H -4.413 6.053 2.462 1.6 -0.5 -1.5
H 3.934 -2.611 2.691 -0.1 -0.1 0.0
H 4.143 -0.945 -5.759 -0.1 0.2 0.4
H 0.005 -3.876 -1.283 0.1 0.0 -0.1
H -5.555 3.225 4.282 -0.2 -2.5 -0.5
H 2.308 -1.231 3.856 -0.2 0.0 -0.1
H -2.228 4.478 3.314 0.0 -0.9 -2.3
H -2.731 0.363 4.035 -0.6 2.4 -0.2
```
Positions in Å, forces in eV/Å.

SMILES = CC[C@H](Br)[Si@](CC)(CCN)COC.O=C1CCCO1.O=C1CCCO1.O=C1CCCO1.O=C1CCCO1
multiplicity = 1

Calculated atomic charges, method Löwdin, unit e: atom 1 (Br): 0.6089, atom 2 (Si): 0.5388, atom 3 (O): 0.1021, atom 4 (O): -0.2827, atom 5 (O): 0.0862, atom 6 (O): 0.0911, atom 7 (O): 0.0158, atom 8 (O): 0.0807, atom 9 (O): 0.0305, atom 10 (O): 0.0258, atom 11 (O): 0.0132, atom 12 (N): -0.0620, atom 13 (C): -0.0859, atom 14 (C): -0.1663, atom 15 (C): -0.0763, atom 16 (C): -0.3119, atom 17 (C): -0.7041, atom 18 (C): -0.1959, atom 19 (C): -0.3289, atom 20 (C): -0.1141, atom 21 (C): -0.4427, atom 22 (C): -0.3133, atom 23 (C): -0.1680, atom 24 (C): -0.2248, atom 25 (C): -0.1594, atom 26 (C): -0.1678, atom 27 (C): -0.4082, atom 28 (C): -0.2933, atom 29 (C): -0.1738, atom 30 (C): -0.1676, atom 31 (C): -0.1658, atom 32 (C): -0.1269, atom 33 (C): -0.4393, atom 34 (C): -0.1473, atom 35 (C): -0.1549, atom 36 (C): -0.0819, atom 37 (C): -0.4576, atom 38 (H): 0.0999, atom 39 (H): 0.1229, atom 40 (H): 0.0890, atom 41 (H): 0.0983, atom 42 (H): 0.1194, atom 43 (H): 0.1258, atom 44 (H): 0.0595, atom 45 (H): 0.1237, atom 46 (H): 0.0803, atom 47 (H): 0.1340, atom 48 (H): 0.0753, atom 49 (H): 0.1024, atom 50 (H): 0.1264, atom 51 (H): 0.0886, atom 52 (H): 0.1336, atom 53 (H): 0.1110, atom 54 (H): 0.0697, atom 55 (H): 0.0784, atom 56 (H): 0.1244, atom 57 (H): 0.1340, atom 58 (H): 0.1308, atom 59 (H): 0.1196, atom 60 (H): 0.1273, atom 61 (H): 0.1213, atom 62 (H): 0.0919, atom 63 (H): 0.0999, atom 64 (H): 0.1411, atom 65 (H): 0.0777, atom 66 (H): 0.1227, atom 67 (H): 0.0828, atom 68 (H): 0.0573, atom 69 (H): 0.1286, atom 70 (H): 0.1092, atom 71 (H): 0.0903, atom 72 (H): 0.0979, atom 73 (H): 0.1315, atom 74 (H): 0.0963, atom 75 (H): 0.0464, atom 76 (H): 0.0997, atom 77 (H): 0.1259, atom 78 (H): 0.1337, atom 79 (H): 0.1238, atom 80 (H): 0.0635, atom 81 (H): 0.1393, atom 82 (H): 0.0831, atom 83 (H): 0.0897

---

Number 1: lowest unoccupied orbital energy -4.40 eV, highest occupied orbital energy -11.32 eV. Number 2: lowest unoccupied orbital energy -9.36 eV, highest occupied orbital energy -13.33 eV. Number 3: lowest unoccupied orbital energy 0.43 eV, highest occupied orbital energy -8.64 eV.